1.
{
  "formula": "C26H29NOP2SW",
  "method": "ωB97M-V with the def2-TZVPD basis set",
  "elements": ["C", "C", "C", "C", "C", "C", "C", "C", "C", "C", "C", "C", "C", "H", "H", "H", "H", "H", "H", "H", "N", "W", "C", "H", "H", "C", "H", "H", "P", "P", "C", "H", "H", "H", "C", "H", "H", "H", "C", "H", "H", "H", "C", "H", "H", "H", "C", "O", "H", "S", "C", "C", "C", "C", "C", "C", "H", "H", "H", "H", "H"],
  "coordinates": [[-0.2633, -0.1929, -4.6304], [0.3917, -0.1750, -3.3992], [0.1057, 0.8820, -2.5021], [-0.8976, 1.8165, -2.8004], [-1.5465, 1.7665, -4.0328], [-1.2111, 0.7808, -4.9520], [-1.2398, 2.8454, -1.7348], [-0.0134, 3.2153, -0.9428], [0.9721, 2.2451, -0.7512], [2.1006, 2.5109, 0.0684], [2.2114, 3.7613, 0.6813], [1.2689, 4.7566, 0.4068], [0.1820, 4.4910, -0.4104], [-0.0421, -0.9951, -5.3373], [-2.3030, 2.5259, -4.2246], [-1.7437, 0.7315, -5.8904], [-1.7209, 3.7463, -2.1823], [2.9941, 3.9361, 1.4299], [1.3292, 5.6996, 0.9318], [-0.5327, 5.2657, -0.6630], [0.6676, 0.9190, -1.2009], [0.3197, -0.5040, 0.1932], [1.3066, -1.3221, -2.9481], [2.3136, -0.9424, -2.6809], [1.3946, -2.0936, -3.7405], [3.0093, 1.3394, 0.4600], [3.4398, 0.8506, -0.4309], [3.7932, 1.6717, 1.1617], [0.6058, -2.1565, -1.4755], [2.1482, 0.0769, 1.4330], [1.6440, 0.8442, 2.9580], [1.3301, 0.0658, 3.6640], [2.5421, 1.3669, 3.3119], [0.8163, 1.5480, 2.8245], [3.2489, -1.2606, 1.7943], [4.0462, -0.8130, 2.4004], [2.7249, -2.0449, 2.3519], [3.6529, -1.6979, 0.8746], [-1.0183, -2.7282, -2.0348], [-0.8816, -3.4929, -2.8145], [-1.5803, -3.1482, -1.1928], [-1.6102, -1.9025, -2.4452], [1.5520, -3.6257, -1.0959], [1.0506, -4.1790, -0.2911], [1.6254, -4.2475, -2.0008], [2.5520, -3.3453, -0.7445], [-0.9730, 0.7694, 1.0646], [-1.5823, 1.6829, 1.5261], [-2.0096, 2.5135, -1.0699], [-0.5583, -2.1745, 1.5513], [-1.9781, -1.9535, 2.5846], [-1.9183, -1.2087, 3.7702], [-3.0066, -1.2478, 4.6432], [-4.1505, -1.9873, 4.3436], [-4.2110, -2.6779, 3.1331], [-3.1387, -2.6714, 2.2467], [-1.0215, -0.6313, 3.9967], [-2.9573, -0.6997, 5.5773], [-4.9781, -2.0386, 5.0509], [-5.0971, -3.2436, 2.8773], [-3.1545, -3.2234, 1.3083]],
  "lumo_ev": [-7.91, -8.43],
  "total_charge": 2,
  "total_energy_ha": -2285.60425,
  "multiplicity": 3,
  "fmax_ev_per_a": 8.10
}

2.
{
  "formula": "C30H32MnN6O2S",
  "method": "ωB97M-V with the def2-TZVPD basis set",
  "elements": ["Mn", "N", "N", "C", "O", "O", "H", "H", "H", "C", "C", "C", "C", "N", "C", "C", "C", "C", "C", "C", "C", "H", "H", "H", "H", "H", "H", "H", "H", "N", "S", "C", "C", "C", "C", "C", "C", "C", "C", "C", "C", "C", "C", "H", "H", "H", "H", "H", "H", "H", "H", "H", "H", "H", "N", "C", "N", "C", "C", "C", "C", "C", "H", "H", "H", "H", "H", "H", "H", "H", "H", "H"],
  "coordinates": [[1.3300, 0.6132, 0.4327], [1.3648, 0.5523, 2.6512], [2.7367, 0.6016, 2.9488], [3.6691, 0.4959, 1.9174], [4.8385, 0.4203, 2.1383], [3.0832, 0.4950, 0.7230], [0.8899, 1.3089, 3.1336], [0.9574, -0.3178, 2.9847], [3.0516, 0.5498, 3.9039], [1.4222, -0.0278, -3.8263], [1.4803, 1.2660, -4.3314], [1.5144, 2.3271, -3.4459], [1.4850, 2.0869, -2.0786], [1.4197, 0.8247, -1.6016], [1.3969, -0.2019, -2.4604], [1.4929, 3.1069, -1.0278], [1.5362, 4.4802, -1.2469], [1.5136, 5.3497, -0.1674], [1.4688, 4.8521, 1.1266], [1.4318, 3.4802, 1.3494], [1.4323, 2.6062, 0.2771], [1.4012, -0.8860, -4.4819], [1.4998, 1.4379, -5.3989], [1.5648, 3.3431, -3.8092], [1.3605, -1.1928, -2.0333], [1.5955, 4.8782, -2.2513], [1.5440, 6.4182, -0.3328], [1.4670, 5.5267, 1.9723], [1.4226, 3.1383, 2.3770], [-0.6586, 0.7244, 0.3340], [-1.7861, 1.0067, 1.4829], [-2.6579, 2.5212, 1.0262], [-2.0971, 3.3691, 0.0866], [-2.7392, 4.5656, -0.2000], [-3.9199, 4.8940, 0.4498], [-4.4694, 4.0283, 1.3867], [-3.8359, 2.8343, 1.6903], [-3.0638, -0.2032, 1.1524], [-3.2669, -1.2088, 2.0852], [-4.2310, -2.1726, 1.8285], [-4.9640, -2.1234, 0.6511], [-4.7475, -1.1074, -0.2731], [-3.7956, -0.1332, -0.0262], [-1.1006, 0.5766, -0.5679], [-1.1807, 3.0971, -0.4135], [-2.3051, 5.2369, -0.9288], [-4.4135, 5.8303, 0.2269], [-5.3949, 4.2823, 1.8850], [-4.2565, 2.1563, 2.4233], [-2.6921, -1.2326, 3.0028], [-4.4161, -2.9538, 2.5531], [-5.7163, -2.8754, 0.4548], [-5.3338, -1.0624, -1.1809], [-3.6459, 0.6789, -0.7287], [1.1372, -1.4553, 0.4613], [1.3028, -2.5937, 0.2913], [1.4639, -3.8589, 0.0988], [0.6374, -4.5648, -0.9122], [1.1545, -5.9849, -1.0949], [2.6620, -5.9834, -1.3606], [3.4478, -5.2732, -0.2326], [2.5176, -4.6261, 0.7900], [0.7072, -4.0247, -1.8597], [-0.4062, -4.5674, -0.5907], [0.6233, -6.4250, -1.9380], [0.9227, -6.5904, -0.2177], [2.8456, -5.4841, -2.3138], [3.0070, -7.0099, -1.4685], [4.1011, -4.5070, -0.6518], [4.0862, -5.9743, 0.3043], [3.0713, -3.9550, 1.4439], [2.0364, -5.3843, 1.4078]],
  "lumo_ev": [-8.38, -7.24],
  "total_charge": 2,
  "total_energy_ha": -3190.00864,
  "multiplicity": 2,
  "fmax_ev_per_a": 1.65
}

3.
{
  "formula": "C16H16N2O2S",
  "method": "ωB97M-V with the def2-TZVPD basis set",
  "elements": ["C", "C", "C", "C", "C", "C", "N", "N", "O", "C", "O", "C", "S", "C", "C", "C", "C", "C", "C", "C", "C", "H", "H", "H", "H", "H", "H", "H", "H", "H", "H", "H", "H", "H", "H", "H", "H"],
  "coordinates": [[5.2889, 3.2684, 2.5068], [4.1474, 2.4112, 2.0553], [2.9985, 2.3007, 2.8328], [1.9343, 1.5252, 2.4206], [1.9957, 0.8319, 1.2145], [0.8586, -0.0058, 0.7917], [1.1323, -1.0738, 0.0016], [-0.2926, 0.4130, 1.1627], [-1.4299, -0.3567, 0.8096], [-1.5577, -1.5789, 1.3217], [-0.7406, -2.1395, 2.0053], [-2.8588, -2.2001, 0.8636], [-2.5479, -3.1043, -0.7015], [-3.1660, -2.0193, -1.9689], [-3.1815, -0.6378, -1.8534], [-3.6743, 0.1247, -2.8992], [-4.1326, -0.4779, -4.0576], [-4.0961, -1.8585, -4.1744], [-3.6180, -2.6304, -3.1334], [3.1381, 0.9439, 0.4286], [4.1977, 1.7271, 0.8477], [5.4883, 3.1167, 3.5658], [5.0429, 4.3208, 2.3622], [6.1914, 3.0482, 1.9421], [2.9432, 2.8296, 3.7733], [1.0445, 1.4379, 3.0224], [2.0707, -1.4342, -0.0018], [0.4094, -1.7495, -0.1865], [-3.6382, -1.4625, 0.6946], [-3.1717, -2.9551, 1.5829], [-2.8054, -0.1479, -0.9696], [-3.6893, 1.2002, -2.8038], [-4.5133, 0.1250, -4.8682], [-4.4482, -2.3371, -5.0760], [-3.5908, -3.7067, -3.2091], [3.1943, 0.4424, -0.5268], [5.0769, 1.8091, 0.2245]],
  "e_above_lowest_kcal_mol": 54.1,
  "smiles": "Cc1ccc(/C(N)=N/OC(=O)CSc2ccccc2)cc1",
  "lumo_ev": 0.77,
  "total_energy_ha": -1277.45657,
  "fmax_ev_per_a": 1.27
}

4.
{
  "formula": "C39H58N9O4PPd",
  "method": "ωB97M-V with the def2-TZVPD basis set",
  "elements": ["Pd", "C", "O", "C", "C", "C", "C", "C", "C", "N", "C", "N", "C", "C", "C", "C", "C", "C", "O", "C", "N", "C", "C", "C", "C", "C", "C", "O", "C", "H", "H", "H", "H", "H", "H", "H", "H", "H", "H", "H", "H", "H", "H", "H", "H", "H", "H", "H", "H", "H", "H", "N", "P", "N", "C", "C", "C", "C", "C", "N", "C", "C", "C", "C", "C", "N", "C", "C", "C", "C", "C", "H", "H", "H", "H", "H", "H", "H", "H", "H", "H", "H", "H", "H", "H", "H", "H", "H", "H", "H", "H", "H", "H", "H", "H", "H", "H", "H", "H", "H", "H", "C", "N", "C", "N", "O", "H", "H", "H", "H", "H", "H"],
  "coordinates": [[-1.8590, 0.5435, 0.0144], [3.3140, 4.1995, 5.0197], [2.1628, 3.3944, 4.9301], [2.3244, 2.0411, 5.0796], [3.4334, 1.4459, 5.6477], [3.5127, 0.0547, 5.7270], [2.4809, -0.7134, 5.2234], [1.3635, -0.1167, 4.6464], [1.2606, 1.2676, 4.5722], [0.1834, 1.9436, 4.0081], [-0.5461, 1.3026, 2.9472], [-1.5122, 0.4999, 3.4334], [-2.4852, -0.3732, 2.8333], [-3.0174, -0.1884, 1.5437], [-4.0672, -1.1093, 1.2496], [-4.4970, -2.1029, 2.1040], [-3.9117, -2.2679, 3.3661], [-2.9041, -1.3854, 3.7113], [-2.2499, -1.4338, 4.9477], [-2.7924, -2.2824, 5.9215], [-0.2628, 1.5011, 1.7166], [0.7138, 2.4337, 1.3841], [1.9590, 2.0313, 0.8937], [2.9394, 2.9562, 0.5701], [2.6969, 4.3164, 0.7096], [1.4490, 4.7400, 1.1522], [0.4637, 3.8193, 1.4725], [-0.7322, 4.2837, 1.9591], [-1.9000, 3.8749, 1.1964], [3.0117, 5.1975, 4.7110], [4.0988, 3.8367, 4.3498], [3.7015, 4.2391, 6.0434], [4.2460, 2.0561, 6.0183], [4.3857, -0.4102, 6.1673], [2.5366, -1.7944, 5.2577], [0.5697, -0.7296, 4.2387], [0.4211, 2.8985, 3.7767], [-1.5310, 0.4851, 4.4395], [-4.5534, -1.0271, 0.2828], [-5.2978, -2.7734, 1.8005], [-4.2373, -3.0549, 4.0319], [-2.2431, -2.0913, 6.8437], [-2.6757, -3.3383, 5.6513], [-3.8574, -2.0835, 6.0828], [2.1306, 0.9717, 0.7801], [3.8983, 2.6079, 0.2026], [3.4611, 5.0421, 0.4569], [1.2076, 5.7917, 1.2530], [-2.5326, 4.7591, 1.1071], [-2.4318, 3.0655, 1.6929], [-1.6175, 3.5165, 0.2066], [-0.6590, -0.6175, -1.3862], [0.3586, -1.4030, -2.1535], [1.2413, -0.6116, -3.4431], [0.3287, 0.2532, -4.2297], [1.0291, 1.4774, -4.8026], [1.5203, 2.4007, -3.6814], [1.9595, 1.5631, -2.4705], [2.3831, 0.1707, -2.9308], [1.6242, -2.0737, -1.2293], [1.6652, -1.8249, 0.1945], [1.5660, -3.1221, 0.9914], [2.6252, -4.1200, 0.5253], [2.5469, -4.3325, -0.9857], [2.6173, -2.9920, -1.7191], [-0.1338, -2.8652, -2.9524], [-0.5896, -2.9072, -4.3236], [-2.0365, -2.3831, -4.5030], [-2.7760, -2.4128, -3.1633], [-2.4458, -3.7116, -2.4434], [-0.9422, -3.7332, -2.0957], [-0.4974, 0.5880, -3.5856], [-0.1048, -0.3233, -5.0499], [0.3308, 2.0049, -5.4597], [1.8654, 1.1576, -5.4336], [0.7230, 3.0868, -3.3842], [2.3500, 3.0145, -4.0489], [1.1252, 1.4364, -1.7743], [2.7670, 2.0581, -1.9244], [2.8309, -0.3829, -2.1069], [3.1505, 0.2463, -3.7142], [0.8369, -1.1512, 0.4315], [2.6184, -1.3313, 0.4604], [0.5640, -3.5396, 0.8535], [1.6828, -2.9076, 2.0584], [2.5274, -5.0733, 1.0551], [3.6182, -3.7218, 0.7750], [1.5970, -4.8101, -1.2420], [3.3541, -4.9920, -1.3257], [2.4681, -3.1320, -2.7902], [3.6309, -2.5679, -1.5788], [-0.5480, -3.9559, -4.6562], [0.1201, -2.3647, -4.9457], [-2.5574, -3.0152, -5.2338], [-2.0345, -1.3669, -4.9112], [-3.8529, -2.2987, -3.3128], [-2.4251, -1.5952, -2.5234], [-2.7007, -4.5666, -3.0847], [-3.0304, -3.8070, -1.5264], [-0.5641, -4.7654, -2.1662], [-0.8129, -3.3982, -1.0670], [-2.6299, 3.0934, -5.4145], [-3.0381, 1.9328, -4.6627], [-3.0688, 2.0179, -3.2493], [-3.1962, 0.8261, -2.6374], [-3.0201, 3.1147, -2.7086], [-3.1940, 3.1763, -6.3485], [-1.5593, 3.1006, -5.6564], [-2.8373, 3.9655, -4.7974], [-2.7330, 1.0426, -5.0224], [-3.0369, 0.0158, -3.2207], [-2.8123, 0.5930, -1.6437]],
  "e_above_lowest_kcal_mol": 11.4,
  "lumo_ev": 4.07,
  "total_charge": -2,
  "total_energy_ha": -2783.85639,
  "fmax_ev_per_a": 1.06
}

5.
{
  "formula": "C5H5Cl2F",
  "method": "ωB97M-V with the def2-TZVPD basis set",
  "elements": ["C", "C", "Cl", "C", "F", "C", "C", "Cl", "H", "H", "H", "H", "H"],
  "coordinates": [[-2.4145, -0.0169, 0.6285], [-1.2154, 0.3231, 0.1156], [-1.2215, 1.7465, -0.8171], [0.1271, -0.5240, 0.0986], [-0.2609, -1.7735, -0.2608], [1.2121, 0.1234, -0.6704], [1.5621, -0.0830, -1.9246], [1.5650, 1.6872, 0.1360], [-3.2287, 0.6528, 0.3438], [-2.5298, -0.8278, 1.3560], [0.6281, -0.5745, 1.1502], [2.2301, 0.5641, -2.4496], [1.5207, -0.9577, -2.4876]],
  "e_above_lowest_kcal_mol": 47.6,
  "smiles": "C=C(Cl)C(F)C(=C)Cl",
  "lumo_ev": 0.77,
  "total_energy_ha": -1213.68570,
  "fmax_ev_per_a": 3.57
}

6.
{
  "formula": "C24H51BrO7Si",
  "method": "ωB97M-V with the def2-TZVPD basis set",
  "elements": ["Si", "C", "C", "C", "Br", "H", "H", "H", "H", "H", "H", "H", "H", "H", "C", "C", "C", "O", "H", "H", "H", "H", "H", "H", "C", "C", "C", "O", "H", "H", "H", "H", "H", "H", "C", "C", "C", "O", "H", "H", "H", "H", "H", "H", "C", "C", "C", "O", "H", "H", "H", "H", "H", "H", "C", "C", "C", "O", "H", "H", "H", "H", "H", "H", "C", "C", "C", "O", "H", "H", "H", "H", "H", "H", "C", "C", "C", "O", "H", "H", "H", "H", "H", "H"],
  "coordinates": [[0.3001, -1.6756, -1.8231], [-0.0614, -0.7459, -0.2082], [0.9373, -1.1458, 0.9012], [0.7534, -2.5646, 1.4108], [-0.3087, -2.5579, 3.0633], [0.1625, -3.1199, -1.5088], [1.7104, -1.4488, -2.2022], [-0.6526, -1.3296, -2.8810], [0.0558, 0.3202, -0.3970], [-1.0690, -0.9471, 0.1545], [1.9495, -0.9824, 0.5305], [0.8090, -0.4541, 1.7301], [1.7003, -3.0489, 1.6136], [0.1999, -3.1996, 0.7314], [-2.5066, -0.4432, -5.8686], [-1.0634, -0.8630, -5.9567], [-0.1900, -0.0962, -6.9183], [-0.6196, -1.7750, -5.2924], [-3.0240, -1.0722, -5.1470], [-2.5737, 0.5980, -5.5480], [-2.9876, -0.5505, -6.8403], [-0.1668, 0.9604, -6.6459], [-0.5773, -0.1929, -7.9336], [0.8213, -0.4899, -6.8890], [-4.9278, 2.0021, -9.2834], [-4.6971, 0.5160, -9.1739], [-4.5501, -0.2517, -10.4643], [-4.6315, -0.0359, -8.0986], [-5.0150, 2.4307, -8.2880], [-4.0915, 2.4725, -9.8031], [-5.8462, 2.1980, -9.8390], [-3.6995, 0.1302, -11.0313], [-5.4536, -0.1461, -11.0667], [-4.3894, -1.3046, -10.2448], [3.9848, -2.1078, -9.3970], [2.5652, -1.6256, -9.2307], [1.4707, -2.6489, -9.4034], [2.3169, -0.4703, -8.9681], [4.6712, -1.2778, -9.2467], [4.2021, -2.8880, -8.6661], [4.1266, -2.5124, -10.4004], [1.5890, -3.4491, -8.6712], [1.5129, -3.0759, -10.4067], [0.5027, -2.1759, -9.2574], [3.7536, 4.8279, -9.8693], [2.7107, 3.7869, -9.5347], [3.0258, 2.3565, -9.8961], [1.6692, 4.0913, -8.9999], [3.4029, 5.8091, -9.5579], [4.6870, 4.6012, -9.3516], [3.9386, 4.8389, -10.9446], [3.9280, 2.0280, -9.3788], [3.1788, 2.2741, -10.9747], [2.2025, 1.7188, -9.6038], [-0.6118, 0.4009, 5.8935], [0.1713, 0.1231, 7.1542], [-0.0246, -1.2281, 7.7938], [0.9212, 0.9485, 7.6246], [-0.3802, 1.4015, 5.5345], [-0.3462, -0.3268, 5.1251], [-1.6824, 0.3314, 6.0934], [0.2629, -2.0146, 7.0926], [-1.0704, -1.3633, 8.0732], [0.5859, -1.3047, 8.6870], [0.2451, -1.0993, 13.1826], [0.7486, -1.8380, 11.9693], [2.1130, -2.4784, 12.0710], [0.0942, -1.9160, 10.9538], [-0.7374, -0.6889, 12.9799], [0.1787, -1.7812, 14.0323], [0.9220, -0.2830, 13.4337], [2.1206, -3.2142, 12.8768], [2.8674, -1.7178, 12.2778], [2.3548, -2.9741, 11.1335], [-2.5287, 2.9859, 15.1155], [-1.3471, 2.0740, 15.3354], [-0.4172, 2.4208, 16.4724], [-1.1532, 1.1094, 14.6322], [-3.1126, 2.6261, 14.2719], [-3.1589, 3.0026, 16.0062], [-2.1845, 3.9998, 14.9056], [-0.9633, 2.4151, 17.4171], [0.0106, 3.4123, 16.3164], [0.3862, 1.6896, 16.5210]],
  "smiles": "[SiH3]CCCBr.CC(C)=O.CC(C)=O.CC(C)=O.CC(C)=O.CC(C)=O.CC(C)=O.CC(C)=O",
  "lumo_ev": 0.52,
  "total_energy_ha": -4335.19980,
  "fmax_ev_per_a": 0.75
}

7.
{
  "formula": "C2H3FLiOTl",
  "method": "ωB97M-V with the def2-TZVPD basis set",
  "elements": ["O", "C", "C", "Li", "H", "F", "H", "Tl", "H"],
  "coordinates": [[-0.4803, 0.4689, 0.5452], [0.2257, 0.5745, -0.6254], [0.6338, -0.6636, -1.2883], [-0.1105, -1.2865, 1.1985], [0.8439, 1.4699, -0.7619], [1.0694, -1.6228, -0.3220], [0.1345, -1.2842, -2.0388], [-1.2818, 1.8307, 1.4403], [0.0854, 0.3972, -2.0417]],
  "lumo_ev": [-18.38, -18.73],
  "total_charge": 3,
  "total_energy_ha": -431.51402,
  "multiplicity": 2,
  "fmax_ev_per_a": 9.88
}

8.
{
  "formula": "C4H7N3O",
  "method": "ωB97M-V with the def2-TZVPD basis set",
  "elements": ["N", "C", "C", "N", "C", "N", "O", "C", "H", "H", "H", "H", "H", "H", "H"],
  "coordinates": [[-1.2198, 1.9924, -1.2336], [-1.4415, 0.9396, -0.3931], [-0.6573, -0.4243, -0.4679], [0.6050, -0.8320, -1.0249], [1.4907, -1.3500, 0.0121], [1.3155, -0.9750, 1.1922], [0.2363, -0.2852, 1.7197], [-0.2651, 0.5325, 0.6015], [-0.1982, 2.1429, -1.4626], [-1.4106, 2.8390, -0.8398], [-2.4111, 0.5813, -0.2692], [-1.3675, -1.1576, -0.1221], [0.8015, -1.1952, -2.1079], [2.5776, -1.7467, -0.3312], [0.4517, 1.3327, 0.3234]],
  "e_above_lowest_kcal_mol": 160.0,
  "smiles": "N[C@H]1[C@H]2NC=NO[C@H]12",
  "lumo_ev": 0.86,
  "total_energy_ha": -395.89337,
  "fmax_ev_per_a": 4.99
}